# C10H12I2

A cluster of 2 separate species, C10H12I2 in total in a non-equilibrium geometry (the ωB97M-V functional and the def2-TZVPD basis, the Open Molecules 2025 dataset).

Geometry as XYZ:
```
24
Properties=species:S:1:pos:R:3:lowdin_spin:R:1
C 0.07 -0.62 2.71 0.069
C 0.95 -1.24 1.94 0.314
C 0.02 0.79 2.87 0.563
C 1.93 -0.52 1.27 0.371
C 0.82 1.54 2.01 0.508
C 1.77 0.82 1.24 0.051
C 0.39 0.45 -2.53 0.001
C -1.49 -0.49 -0.66 0.003
C -0.49 1.43 -1.83 0.000
C -1.26 0.99 -0.84 0.004
I 2.94 2.02 -0.05 -0.005
I -2.30 2.38 0.32 0.035
H -0.57 -1.32 3.29 -0.005
H 0.97 -2.28 1.90 0.017
H -0.75 1.37 3.40 0.025
H 2.68 -0.88 0.61 0.022
H 0.78 2.56 1.99 0.026
H -0.18 -0.01 -3.52 0.000
H 0.71 -0.51 -2.08 0.001
H 1.35 0.78 -2.97 0.000
H -1.80 -0.75 -1.58 0.000
H -2.16 -0.86 0.21 0.000
H -0.61 -1.13 -0.47 0.003
H -0.31 2.40 -2.05 0.000
```

Results
E_LUMO (spin up / spin down), eV: 0.47 / -3.06
Highest occupied orbital energy (spin up / spin down), eV: -5.3 / -8.7
Multiplicity: 3
Kohn-Sham gap (spin up / spin down), eV: 5.7 / 5.6



# C10H12LuN3O4P

A structure of composition C10H12LuN3O4P in a non-equilibrium geometry (the ωB97M-V functional and the def2-TZVPD basis, the Open Molecules 2025 dataset).

Geometry as XYZ:
```
31
Properties=species:S:1:pos:R:3:nbo_charge:R:1
O -0.12 -3.12 -3.09 -0.232
C 0.20 -2.03 -2.83 0.372
Lu 1.05 0.05 -2.25 1.754
O -4.14 -0.30 -5.52 -0.404
C -3.18 -0.15 -4.92 0.419
C 2.48 -0.20 -4.11 0.404
O 3.12 -0.33 -5.06 -0.174
C 0.05 2.04 -2.96 0.385
O -0.31 3.11 -3.22 -0.175
C 1.24 -0.02 2.74 -0.094
N 1.18 1.04 1.68 -0.388
C -0.14 1.72 1.71 -0.089
N -1.28 0.78 1.60 -0.394
C -1.17 -0.24 2.68 -0.098
N 0.11 -0.97 2.68 -0.367
C 0.22 -1.87 1.52 -0.495
P 0.17 -0.90 -0.02 0.606
C 1.46 0.49 0.33 -0.525
C -1.35 0.16 0.27 -0.483
H 1.21 0.49 3.72 0.271
H 2.18 -0.58 2.62 0.226
H -0.19 2.44 0.88 0.201
H -0.23 2.25 2.68 0.270
H -1.99 -0.97 2.57 0.234
H -1.27 0.29 3.65 0.262
H 1.16 -2.44 1.58 0.282
H -0.63 -2.58 1.52 0.295
H 1.34 1.32 -0.41 0.152
H 2.49 0.09 0.28 0.274
H -2.22 -0.51 0.21 0.288
H -1.45 0.93 -0.51 0.223
```

Results
E_LUMO, eV: -13.83
Net charge: +3
Highest occupied orbital energy, eV: -18.9
Kohn-Sham gap, eV: 5.0



# C10H12N2O3Pb

A structure of composition C10H12N2O3Pb in a non-equilibrium geometry (the ωB97M-V functional and the def2-TZVPD basis, the Open Molecules 2025 dataset).

Geometry as XYZ:
```
28
Properties=species:S:1:pos:R:3:mulliken_charge:R:1
N 4.00 -1.20 1.27 -0.548
C 3.19 -0.58 0.11 0.400
O 3.29 -1.21 -1.06 -0.458
O 2.36 0.59 0.42 -0.304
C 2.14 1.44 -0.75 -0.468
C 0.62 1.27 -1.42 -0.381
C 0.28 -0.26 -1.89 0.253
O 0.49 -0.64 -3.18 -0.443
N -0.28 -1.36 -0.98 -0.272
C -1.41 -0.70 -0.21 0.354
C -1.18 -0.36 1.39 0.125
C -2.39 0.37 2.23 -0.684
C -3.77 0.74 1.38 -0.398
C -4.01 0.41 -0.21 -0.311
C -2.80 -0.34 -1.03 -0.235
H 4.93 -1.41 0.84 0.364
H 3.50 -2.13 1.47 0.278
H 2.93 1.33 -1.61 0.364
H 2.16 2.57 -0.36 0.335
H -0.15 1.74 -0.67 0.277
H 0.56 1.95 -2.40 0.395
H 0.47 -1.72 -0.34 0.282
H -0.12 -0.65 1.84 0.285
H -2.25 0.63 3.39 0.311
H -4.65 1.27 1.96 0.377
H -4.99 0.70 -0.82 0.386
H -2.82 -0.63 -2.17 0.437
Pb -0.09 -1.82 2.81 1.281
```

Results
E_LUMO, eV: -10.96
Net charge: +2
Highest occupied orbital energy, eV: -16.0
Kohn-Sham gap, eV: 5.0



# C10H12N4S

A structure of composition C10H12N4S in a non-equilibrium geometry (the ωB97M-V functional and the def2-TZVPD basis, the Open Molecules 2025 dataset).

Geometry as XYZ:
```
27
Properties=species:S:1:pos:R:3:nbo_charge:R:1
C -0.38 3.65 -2.07 -0.612
C -0.89 2.36 -1.38 -0.216
N 0.24 1.57 -0.91 -0.646
C -0.07 0.54 0.03 0.153
C 0.34 -0.74 -0.22 -0.206
C 0.08 -1.82 0.66 0.005
C 0.60 -3.19 0.29 -0.497
C 2.10 -3.19 0.16 0.149
N 2.75 -3.01 -0.91 -0.591
C -0.62 -1.63 1.81 -0.202
C -1.05 -0.31 2.11 0.075
N -1.71 0.04 3.22 -0.608
S -1.95 1.63 3.12 0.962
N -1.23 1.93 1.72 -0.647
C -0.78 0.76 1.25 0.123
H 0.69 3.74 -1.98 0.205
H -0.67 3.64 -3.12 0.212
H -0.83 4.53 -1.63 0.210
H -1.57 2.66 -0.59 0.189
H -1.43 1.78 -2.12 0.183
H 1.00 2.15 -0.59 0.374
H 0.89 -0.92 -1.12 0.225
H 0.17 -3.53 -0.64 0.224
H 0.36 -3.90 1.08 0.225
H 2.69 -3.37 1.05 0.169
H 2.11 -2.90 -1.69 0.317
H -0.83 -2.45 2.48 0.224
```

Results
E_LUMO, eV: -0.55
Highest occupied orbital energy, eV: -8.9
Kohn-Sham gap, eV: 8.3



# C10H12NO

A cluster of 2 separate species, C10H12NO in total in a non-equilibrium geometry (the ωB97M-V functional and the def2-TZVPD basis, the Open Molecules 2025 dataset).

Geometry as XYZ:
```
24
Properties=species:S:1:pos:R:3:nbo_charge:R:1
C 0.17 -2.20 0.13 -0.224
C 1.50 -2.09 -0.26 -0.211
C -0.48 -1.14 0.61 -0.358
C 2.24 -0.88 -0.14 -0.191
C 0.09 0.05 0.66 0.164
C 1.48 0.25 0.26 -0.038
C -2.08 0.14 -1.15 0.962
C 1.76 1.72 0.61 -0.428
C 0.87 1.84 2.00 -0.193
C -2.10 -1.03 -1.90 -0.825
N -0.40 1.14 1.41 -0.654
O -2.02 1.14 -0.57 -0.277
H -0.29 -3.21 -0.04 0.228
H 1.89 -2.94 -0.90 0.234
H -1.35 -1.21 1.16 0.225
H 3.37 -0.91 -0.19 0.251
H 2.81 2.05 0.54 0.242
H 1.18 2.50 -0.04 0.219
H 1.25 1.28 2.86 0.211
H 0.89 2.92 2.15 0.225
H -2.82 -1.76 -1.61 0.340
H -1.10 -1.46 -2.06 0.356
H -2.54 -0.58 -2.84 0.323
H -1.32 1.57 1.40 0.417
```

Results
E_LUMO (spin up / spin down), eV: -5.12 / -5.12
Net charge: +1
Highest occupied orbital energy (spin up / spin down), eV: -11.4 / -11.4
Kohn-Sham gap (spin up / spin down), eV: 6.3 / 6.3



# C10H12NO2

A cluster of 2 separate species, C10H12NO2 in total in a non-equilibrium geometry (the ωB97M-V functional and the def2-TZVPD basis, the Open Molecules 2025 dataset).

Geometry as XYZ:
```
25
Properties=species:S:1:pos:R:3:nbo_charge:R:1
C 0.03 -2.90 -1.25 -0.289
C 0.75 -2.36 -0.19 -0.454
C -0.81 -1.95 -1.80 -0.170
C 0.29 -1.04 -0.07 0.233
C -1.82 -1.41 3.05 1.029
C -1.41 0.26 -0.87 -0.200
C -0.75 1.17 0.22 -0.214
C 0.13 0.04 0.84 -0.395
C 0.20 2.20 -0.49 -0.630
C 1.28 0.46 1.72 -0.628
N -0.55 -0.80 -1.17 -0.404
O -1.74 -2.46 2.60 -0.529
O -2.11 -0.44 3.61 -0.555
H 0.18 -3.90 -1.64 0.188
H 1.42 -2.89 0.56 0.200
H -1.55 -1.87 -2.57 0.184
H -2.29 -0.05 -0.38 0.170
H -1.68 0.98 -1.67 0.170
H -1.44 1.68 0.84 0.183
H 0.70 1.72 -1.37 0.209
H 1.11 2.57 0.24 0.186
H -0.45 3.05 -0.75 0.177
H 1.11 0.07 2.67 0.186
H 1.52 1.49 1.77 0.176
H 2.20 0.03 1.35 0.177
```

Results
E_LUMO, eV: 3.40
Net charge: -1
Highest occupied orbital energy, eV: -1.0
Kohn-Sham gap, eV: 4.4



# C10H12O

The molecule C10H12O in a non-equilibrium geometry (the ωB97M-V functional and the def2-TZVPD basis, the Open Molecules 2025 dataset).

Geometry as XYZ:
```
23
Properties=species:S:1:pos:R:3:nbo_charge:R:1
O -1.33 2.33 -0.49 -0.710
C -1.10 1.07 0.21 0.071
C -2.19 0.11 -0.26 -0.406
C -1.75 -1.30 0.35 -0.410
C -0.49 -1.82 -0.23 -0.426
C 0.66 -0.83 -0.01 0.001
C 2.00 -1.14 -0.20 -0.212
C 2.99 -0.12 -0.16 -0.213
C 2.64 1.17 0.09 -0.215
C 1.32 1.52 0.11 -0.194
C 0.35 0.58 -0.01 -0.052
H -1.99 2.96 0.30 0.458
H -1.20 1.22 1.28 0.170
H -3.21 0.34 0.17 0.211
H -2.24 -0.04 -1.37 0.215
H -1.79 -1.29 1.43 0.205
H -2.57 -2.03 0.05 0.207
H -0.53 -1.83 -1.44 0.217
H -0.23 -2.82 0.22 0.225
H 2.23 -2.18 -0.34 0.208
H 4.05 -0.48 -0.08 0.215
H 3.35 2.05 0.18 0.216
H 1.03 2.52 0.21 0.220
```

Results
E_LUMO, eV: 0.48
SMILES string: O[C@H]1CCCc2ccccc21
Highest occupied orbital energy, eV: -8.8
Kohn-Sham gap, eV: 9.3



# C10H12OSi

The molecule C10H12OSi in a non-equilibrium geometry (the ωB97M-V functional and the def2-TZVPD basis, the Open Molecules 2025 dataset).

Geometry as XYZ:
```
24
Properties=species:S:1:pos:R:3:nbo_charge:R:1
C -0.83 2.67 1.85 -0.328
C -0.61 2.30 0.59 -0.683
Si 0.62 1.14 -0.10 1.858
O 2.08 1.46 0.49 -1.091
C 0.84 1.25 -1.92 -0.672
C -0.22 1.43 -2.68 -0.344
C 0.15 -0.66 0.12 -0.476
C -1.00 -0.97 0.83 -0.216
C -1.31 -2.34 0.96 -0.203
C -0.39 -3.31 0.70 -0.235
C 0.83 -2.96 0.10 -0.192
C 1.09 -1.67 -0.29 -0.210
H -1.38 3.62 2.16 0.208
H -0.16 2.15 2.60 0.184
H -0.97 2.83 -0.18 0.206
H 2.31 1.41 1.46 0.511
H 1.74 1.08 -2.41 0.225
H -0.20 1.42 -3.82 0.193
H -1.25 1.46 -2.30 0.181
H -1.66 -0.16 1.16 0.223
H -2.41 -2.56 1.21 0.212
H -0.76 -4.38 0.69 0.221
H 1.52 -3.78 -0.30 0.212
H 1.95 -1.44 -0.91 0.219
```

Results
E_LUMO, eV: 0.70
SMILES string: C=C[Si](O)(C=C)c1ccccc1
Highest occupied orbital energy, eV: -9.1
Kohn-Sham gap, eV: 9.8



# C10H12Si

The molecule C10H12Si in a non-equilibrium geometry (the ωB97M-V functional and the def2-TZVPD basis, the Open Molecules 2025 dataset).

Geometry as XYZ:
```
23
Properties=species:S:1:pos:R:3:nbo_charge:R:1
Si 0.35 -2.47 0.20 0.923
C -0.28 -0.98 0.97 -0.726
C 0.67 -0.35 2.07 -0.411
C 1.84 0.25 1.43 -0.164
C 1.70 0.87 0.31 -0.219
C 0.41 0.84 -0.41 -0.085
C 0.15 1.93 -1.34 -0.183
C -1.09 2.01 -2.05 -0.222
C -2.11 1.02 -1.83 -0.203
C -1.82 0.05 -0.83 -0.243
C -0.65 -0.05 -0.16 0.045
H 1.42 -2.01 -0.64 -0.168
H -0.63 -3.12 -0.66 -0.167
H 0.78 -3.60 1.23 -0.163
H -1.08 -1.17 1.68 0.257
H 1.05 -1.15 2.79 0.217
H 0.09 0.35 2.55 0.215
H 2.77 0.26 2.00 0.208
H 2.57 1.47 -0.05 0.222
H 0.88 2.77 -1.44 0.215
H -1.31 2.78 -2.82 0.217
H -3.05 0.96 -2.39 0.222
H -2.67 -0.65 -0.63 0.214
```

Results
E_LUMO, eV: 0.71
SMILES string: [SiH3][C@H]1CC=Cc2ccccc21
Highest occupied orbital energy, eV: -8.4
Kohn-Sham gap, eV: 9.1



# C10H13AgBF4N4S

A structure of composition C10H13AgBF4N4S in a non-equilibrium geometry (the ωB97M-V functional and the def2-TZVPD basis, the Open Molecules 2025 dataset).

Geometry as XYZ:
```
34
Properties=species:S:1:pos:R:3:nbo_charge:R:1
Ag 0.59 -1.94 0.42 0.825
C 3.34 3.39 -0.91 -0.624
C 3.72 2.66 0.38 -0.210
N 3.74 1.22 0.25 -0.612
C 2.62 0.47 0.03 0.297
S 2.90 -1.20 -0.30 -0.473
N 1.46 1.06 0.00 -0.481
N 0.35 0.36 0.18 -0.251
C -0.74 0.75 -0.42 0.153
C -0.72 1.88 -1.42 -0.676
C -1.96 0.10 -0.02 0.169
C -3.23 0.69 -0.18 -0.257
C -4.35 0.02 0.28 -0.170
C -4.19 -1.21 0.90 -0.276
C -2.91 -1.72 1.03 0.068
N -1.83 -1.10 0.58 -0.445
H 3.40 4.46 -0.75 0.194
H 2.32 3.12 -1.18 0.230
H 4.00 3.11 -1.73 0.196
H 2.99 2.92 1.16 0.202
H 4.71 2.98 0.72 0.185
H 4.59 0.78 -0.03 0.399
H 0.25 1.88 -1.91 0.244
H -0.84 2.84 -0.91 0.218
H -1.50 1.76 -2.17 0.210
H -3.31 1.66 -0.64 0.212
H -5.33 0.47 0.16 0.207
H -5.05 -1.76 1.25 0.216
H -2.73 -2.67 1.53 0.223
F -1.75 -5.86 0.93 -0.571
B -0.45 -5.43 0.73 1.340
F 0.02 -5.85 -0.49 -0.566
F 0.36 -5.86 1.76 -0.567
F -0.46 -4.00 0.75 -0.610
```

Results
E_LUMO, eV: 2.60
Net charge: -1
Highest occupied orbital energy, eV: -4.9
Kohn-Sham gap, eV: 7.5



# C10H13Br4F

A cluster of 3 separate species, C10H13Br4F in total in a non-equilibrium geometry (the ωB97M-V functional and the def2-TZVPD basis, the Open Molecules 2025 dataset).

Geometry as XYZ:
```
28
Properties=species:S:1:pos:R:3:nbo_charge:R:1
F 0.41 -2.43 -1.65 -0.326
C -0.72 -2.22 -0.95 0.401
C -1.69 -3.22 -0.93 -0.290
C -2.84 -3.07 -0.16 -0.186
C -3.05 -1.81 0.45 -0.234
C -2.07 -0.82 0.39 -0.175
C -0.87 -1.02 -0.26 -0.294
H -1.53 -4.18 -1.41 0.229
H -3.55 -3.87 -0.05 0.220
H -3.96 -1.65 1.01 0.214
H -2.28 0.13 0.87 0.210
H -0.16 -0.21 -0.29 0.224
Br 0.15 0.41 2.84 -0.041
C 0.08 2.24 1.86 -0.398
C -1.10 3.06 2.38 -0.426
Br -1.40 4.73 1.29 -0.032
H -0.05 2.07 0.80 0.222
H 1.04 2.75 1.92 0.226
H -0.94 3.38 3.41 0.225
H -2.04 2.51 2.35 0.225
Br 4.17 -1.29 -3.12 -0.023
C 3.88 -0.04 -1.64 -0.449
C 2.68 0.87 -1.90 -0.406
Br 2.61 1.94 -0.22 -0.051
H 4.85 0.45 -1.51 0.234
H 3.72 -0.69 -0.78 0.231
H 1.72 0.38 -2.05 0.239
H 2.93 1.62 -2.66 0.231
```

Results
E_LUMO, eV: 0.16
SMILES string: Fc1ccccc1.BrCCBr.BrCCBr
Highest occupied orbital energy, eV: -9.3
Kohn-Sham gap, eV: 9.4



# C10H13Br4NO2

A cluster of 3 separate species, C10H13Br4NO2 in total in a non-equilibrium geometry (the ωB97M-V functional and the def2-TZVPD basis, the Open Molecules 2025 dataset).

Geometry as XYZ:
```
30
Properties=species:S:1:pos:R:3:nbo_charge:R:1
O 1.26 -4.01 -2.01 -0.380
N 0.79 -2.88 -1.80 0.527
O 1.27 -1.88 -2.26 -0.369
C -0.40 -2.71 -0.87 0.030
C -1.03 -3.80 -0.33 -0.202
C -2.03 -3.70 0.55 -0.206
C -2.45 -2.41 0.90 -0.165
C -1.89 -1.24 0.35 -0.219
C -0.85 -1.36 -0.61 -0.194
H -0.67 -4.78 -0.59 0.245
H -2.53 -4.60 0.88 0.227
H -3.23 -2.45 1.65 0.221
H -2.20 -0.30 0.76 0.230
H -0.26 -0.52 -0.93 0.249
Br 1.23 -1.05 3.49 -0.028
C 1.94 -0.30 1.77 -0.427
C 1.39 1.13 1.53 -0.419
Br 1.69 2.40 3.10 -0.035
H 1.72 -0.96 0.93 0.233
H 3.02 -0.32 1.91 0.228
H 0.30 1.09 1.44 0.220
H 1.84 1.60 0.66 0.228
Br 1.12 6.17 -0.52 -0.003
C 0.79 4.26 -0.88 -0.450
C -0.49 4.02 -1.71 -0.400
Br -0.77 2.06 -2.10 -0.050
H 0.71 3.78 0.10 0.229
H 1.61 3.95 -1.53 0.229
H -0.45 4.53 -2.67 0.226
H -1.42 4.31 -1.20 0.224
```

Results
E_LUMO, eV: -0.67
SMILES string: O=[N+]([O-])c1ccccc1.BrCCBr.BrCCBr
Highest occupied orbital energy, eV: -10.1
Kohn-Sham gap, eV: 9.5



Energy: -26759.36588; -66099.82790; -24901.55203; -27359.47999; -14091.70651; -16148.34082; -12610.41195; -20488.84291; -18440.42222; -42930.88755; -293467.99795; -296332.70071 (eV)